[1]
11 unconnected molecules or ions with the total composition C22H56Cl10O12, computed with the ωB97M-V functional and the def2-TZVPD basis.

Properties
SMILES string: ClCCCl.ClCCCl.ClCCCl.ClCCCl.ClCCCl.OCCO.OCCO.OCCO.OCCO.OCCO.OCCO
Calculated total energy in Eh: -6376.41935
Net charge: 0

Last columns: bonded neighbours and bond lengths (Å).
Cartesian coordinates (Å):
1 Cl -6.45083 5.01992 -4.64531  C2 1.786
2 C -4.94713 4.05648 -4.64474  Cl1 1.786, C3 1.537, H5 1.090, H6 1.090
3 C -3.85035 4.75303 -3.82270  C2 1.537, Cl4 1.730, H7 1.090, H8 1.090
4 Cl -3.26167 6.16036 -4.63941  C3 1.730
5 H -4.65849 3.97212 -5.69244  C2 1.090
6 H -5.13561 3.06786 -4.22617  C2 1.090
7 H -3.04385 4.04286 -3.64018  C3 1.090
8 H -4.26975 5.02289 -2.85348  C3 1.090
9 Cl 5.96662 -1.62876 -2.40887  C10 1.726
10 C 7.01457 -1.07358 -1.15442  Cl9 1.726, C11 1.488, H13 1.090, H14 1.090
11 C 7.36080 0.37088 -1.24196  C10 1.488, Cl12 1.741, H15 1.090, H16 1.090
12 Cl 8.17047 0.68921 -2.75004  C11 1.741
13 H 7.94570 -1.62187 -1.29744  C10 1.090
14 H 6.62168 -1.34567 -0.17477  C10 1.090
15 H 8.06798 0.67887 -0.47180  C11 1.090
16 H 6.52672 1.05368 -1.08011  C11 1.090
17 Cl 3.09224 4.58336 -3.43371  C18 1.876
18 C 4.30909 4.05154 -4.75948  Cl17 1.876, C19 1.533, H21 1.090, H22 1.090
19 C 4.03562 4.59215 -6.16788  C18 1.533, Cl20 1.769, H23 1.090, H24 1.090
20 Cl 3.66301 6.32173 -6.16801  C19 1.769
21 H 4.33940 2.96198 -4.75195  C18 1.090
22 H 5.24200 4.47054 -4.38235  C18 1.090
23 H 3.13002 4.14002 -6.57232  C19 1.090
24 H 4.77871 4.32190 -6.91814  C19 1.090
25 Cl 1.70351 -4.01403 -5.70609  C26 1.767
26 C 0.33393 -3.14546 -5.00402  Cl25 1.767, C27 1.544, H29 1.090, H30 1.090
27 C 0.56774 -1.62377 -5.12579  C26 1.544, Cl28 1.720, H31 1.090, H32 1.090
28 Cl -0.83970 -0.75766 -4.64961  C27 1.720
29 H 0.21418 -3.55080 -3.99930  C26 1.090
30 H -0.60307 -3.37705 -5.51047  C26 1.090
31 H 0.89521 -1.33341 -6.12407  C27 1.090
32 H 1.29574 -1.23653 -4.41293  C27 1.090
33 Cl -1.03308 6.91916 1.77428  C34 1.730
34 C 0.08592 7.96737 0.97338  Cl33 1.730, C35 1.556, H37 1.090, H38 1.090
35 C 1.23685 8.41207 1.92145  C34 1.556, Cl36 1.779, H39 1.090, H40 1.090
36 Cl 0.60060 9.02166 3.46637  C35 1.779
37 H -0.40705 8.85579 0.57867  C34 1.090
38 H 0.46239 7.41774 0.11066  C34 1.090
39 H 1.91060 9.14855 1.48354  C35 1.090
40 H 1.79953 7.50277 2.13279  C35 1.090
41 O 0.51162 -6.90029 1.00135  C42 1.414, H45 0.960
42 C 1.56073 -5.99998 0.70612  O41 1.414, C43 1.542, H46 1.090, H47 1.090
43 C 2.73454 -5.91187 1.70281  C42 1.542, O44 1.435, H48 1.090, H49 1.090
44 O 2.47266 -5.28489 2.96630  C43 1.435, H50 0.960
45 H -0.02774 -6.98878 0.21213  O41 0.960
46 H 1.96888 -6.31081 -0.25560  C42 1.090
47 H 1.14409 -5.03262 0.42551  C42 1.090
48 H 3.54156 -5.38493 1.19374  C43 1.090
49 H 3.09412 -6.88946 2.02393  C43 1.090
50 H 2.96606 -4.46841 3.07359  O44 0.960
51 O -6.93752 -1.46905 -2.32166  C52 1.468, H55 0.960
52 C -6.33474 -2.77505 -2.02888  O51 1.468, C53 1.581, H56 1.090, H57 1.090
53 C -7.10578 -3.24713 -0.73185  C52 1.581, O54 1.441, H58 1.090, H59 1.090
54 O -6.63185 -2.58278 0.45631  C53 1.441, H60 0.960
55 H -7.79971 -1.63669 -2.70911  O51 0.960
56 H -6.30155 -3.40247 -2.91958  C52 1.090
57 H -5.28373 -2.56427 -1.83128  C52 1.090
58 H -6.85008 -4.29295 -0.56166  C53 1.090
59 H -8.18318 -3.25727 -0.89678  C53 1.090
60 H -5.93016 -3.08330 0.87905  O54 0.960
61 O 1.64308 -0.60790 1.10400  C62 1.423, H65 0.960
62 C 1.49578 0.75730 0.73209  O61 1.423, C63 1.547, H66 1.090, H67 1.090
63 C 0.03661 1.25010 0.88031  C62 1.547, O64 1.403, H68 1.090, H69 1.090
64 O -0.82373 0.23822 0.42910  C63 1.403, H70 0.960
65 H 0.78559 -0.96787 0.86581  O61 0.960
66 H 2.22947 1.40291 1.21478  C62 1.090
67 H 1.80574 0.74040 -0.31277  C62 1.090
68 H -0.28922 2.04263 0.20665  C63 1.090
69 H -0.20289 1.63194 1.87275  C63 1.090
70 H -1.74374 0.46321 0.58585  O64 0.960
71 O 8.77497 -0.97467 4.20653  C72 1.421, H75 0.960
72 C 7.96007 -0.55996 5.29386  O71 1.421, C73 1.566, H76 1.090, H77 1.090
73 C 6.50878 -0.16096 4.86287  C72 1.566, O74 1.403, H78 1.090, H79 1.090
74 O 5.82953 -1.22719 4.25457  C73 1.403, H80 0.960
75 H 8.28508 -1.69537 3.80379  O71 0.960
76 H 7.88861 -1.43623 5.93818  C72 1.090
77 H 8.40489 0.16665 5.97377  C72 1.090
78 H 6.49921 0.54227 4.03012  C73 1.090
79 H 5.98204 0.28808 5.70490  C73 1.090
80 H 5.13709 -0.81315 3.73429  O74 0.960
81 O -1.02677 -6.08137 5.17016  C82 1.430, H85 0.960
82 C -1.92192 -5.01717 5.50414  O81 1.430, C83 1.571, H86 1.090, H87 1.090
83 C -2.32523 -4.14767 4.25882  C82 1.571, O84 1.379, H88 1.090, H89 1.090
84 O -3.05232 -4.95748 3.41189  C83 1.379, H90 0.960
85 H -0.26689 -5.73146 4.69926  O81 0.960
86 H -2.76515 -5.39226 6.08412  C82 1.090
87 H -1.36091 -4.37182 6.18008  C82 1.090
88 H -1.44355 -3.76820 3.74235  C83 1.090
89 H -2.93268 -3.32094 4.62708  C83 1.090
90 H -2.54454 -5.76759 3.32536  O84 0.960
91 O -8.47522 1.18052 1.51720  C92 1.349, H95 0.960
92 C -7.64261 2.04023 2.14008  O91 1.349, C93 1.538, H96 1.090, H97 1.090
93 C -6.81991 2.65248 0.99398  C92 1.538, O94 1.405, H98 1.090, H99 1.090
94 O -6.00007 1.69135 0.37896  C93 1.405, H100 0.960
95 H -7.94288 0.40756 1.31530  O91 0.960
96 H -8.13286 2.79095 2.75990  C92 1.090
97 H -6.87647 1.53487 2.72808  C92 1.090
98 H -6.22607 3.50089 1.33408  C93 1.090
99 H -7.45673 3.17475 0.27998  C93 1.090
100 H -6.47228 1.11666 -0.22795  O94 0.960



[2]
A single C6H10O molecule, computed with the ωB97M-V functional and the def2-TZVPD basis.

Properties
SMILES string: CC1=CCC[C@H]1O
Calculated total energy in Eh: -309.77132
ΔE to the lowest compared entry with this formula, charge and spin in kcal per mole: 44.6
Net charge: 0

Last columns: bonded neighbours and bond lengths (Å).
Cartesian coordinates (Å):
1 C 2.21839 0.02726 -0.15424  C2 1.483, H8 1.094, H9 1.098, H10 1.090
2 C 0.76311 -0.12277 0.08593  C1 1.483, C3 1.331, C6 1.503
3 C 0.12750 -1.18520 0.57360  C2 1.331, C4 1.511, H11 1.096
4 C -1.37750 -1.05228 0.57732  C3 1.511, C5 1.880, H12 1.094, H13 1.131
5 C -1.41027 0.21401 -0.81167  C4 1.880, C6 1.538, H14 1.088, H15 1.137
6 C -0.16933 0.98184 -0.32497  C2 1.503, C5 1.538, O7 1.440, H16 1.101
7 O -0.50480 1.86675 0.75981  C6 1.440, H17 0.963
8 H 2.64134 0.75944 0.54004  C1 1.094
9 H 2.40673 0.40312 -1.16887  C1 1.098
10 H 2.71719 -0.93264 -0.02197  C1 1.090
11 H 0.64801 -2.13019 0.76410  C3 1.096
12 H -1.80388 -0.52517 1.43623  C4 1.094
13 H -1.82351 -2.09118 0.59991  C4 1.131
14 H -1.25213 -0.51239 -1.60607  C5 1.088
15 H -2.08915 1.01007 -1.25692  C5 1.137
16 H 0.29515 1.65492 -1.06187  C6 1.101
17 H -1.38685 1.63441 1.06963  O7 0.963



[3]
2 unconnected molecules or ions with the total composition C3H8OS2, computed with the ωB97M-V functional and the def2-TZVPD basis.

Properties
SMILES string: CC=O.CSS
Calculated total energy in Eh: -990.67813
ΔE to the lowest compared entry with this formula, charge and spin in kcal per mole: 20.4
Net charge: 0

Last columns: bonded neighbours and bond lengths (Å).
Cartesian coordinates (Å):
1 C -2.17789 0.82000 -0.66808  C2 1.485, H4 1.094, H5 1.091, H6 1.092
2 C -0.71926 1.09629 -0.62093  C1 1.485, O3 1.206, H7 1.103
3 O -0.14236 1.45614 0.37558  C2 1.206
4 H -2.72981 1.70786 -0.34563  C1 1.094
5 H -2.54619 0.01333 -0.03305  C1 1.091
6 H -2.50814 0.56847 -1.67765  C1 1.092
7 H -0.19623 0.96492 -1.58279  C2 1.103
8 C 0.84274 -1.46191 1.00471  S9 1.814, H11 1.092, H12 1.086, H13 1.084
9 S 1.77786 -1.49352 -0.54984  C8 1.814, S10 2.091
10 S 3.37040 -0.14265 -0.44322  S9 2.091, H14 1.353
11 H 1.20361 -2.27031 1.64451  C8 1.092
12 H -0.23728 -1.53101 0.91193  C8 1.086
13 H 1.05548 -0.55228 1.55472  C8 1.084
14 H 3.00704 0.82468 0.42976  S10 1.353